Entry 1:
53
Properties=species:S:1:pos:R:3:forces:R:3:nbo_charge:R:1 method="wB97M-V/def2-TZVPD" spin_multiplicity=1 fmax_ha_per_bohr=0.38314 e_homo_ev=-7.6 lumo_ev=-0.14
C -4.7478 -3.2760 0.5697 -1.99 -0.68 -10.00 -0.587
H -5.4077 -3.8565 1.0046 -3.49 -2.94 1.82 0.218
H -4.1661 -3.8319 -0.2772 -1.61 -0.11 0.82 0.199
H -5.2254 -2.4860 -0.0662 0.20 -0.32 1.03 0.220
C -3.7349 -2.9318 1.3261 1.61 8.28 7.23 -0.406
C -2.7307 -2.0919 0.8175 1.44 2.41 -1.76 0.321
N -1.5732 -2.5365 1.0603 3.78 1.52 -4.12 -0.402
C -0.3890 -1.9102 0.1381 -0.27 -1.85 4.86 0.128
C 0.7370 -1.7032 0.9192 1.43 -0.18 1.71 -0.164
C 2.0254 -1.4319 0.3994 -3.62 0.58 -1.89 -0.099
C 1.9899 -1.0355 -0.9570 1.55 -2.29 -2.47 -0.196
C 0.8051 -1.3231 -1.8375 4.67 0.84 -0.62 -0.173
C -0.2646 -1.9407 -1.2409 -0.71 2.75 0.98 -0.294
S -1.7156 -1.8955 -2.1099 -1.51 -2.98 -4.11 0.351
C -2.7316 -0.7280 -1.5008 0.58 -4.01 10.81 -0.173
C -3.2097 0.3374 -2.0080 5.47 -4.50 -9.15 -0.275
C -3.8797 1.1998 -1.5143 -10.77 15.54 5.53 -0.168
C -4.2957 1.2067 -0.1469 -2.86 8.05 -6.79 0.065
C -3.7557 0.2883 0.4752 -0.80 -5.51 10.52 -0.352
C -3.1192 -0.7796 0.0866 4.58 -4.83 -7.16 -0.021
H -4.1854 0.1225 1.4897 0.70 0.45 0.11 0.227
Br -5.4366 2.7217 0.7283 1.58 -2.15 -1.30 -0.004
H -4.2523 2.3190 -2.0974 1.28 -3.80 1.30 0.213
H -2.9184 0.4745 -2.9993 0.43 0.42 -1.99 0.225
H 0.9328 -1.1238 -3.0493 -0.66 -0.56 3.61 0.253
H 3.0535 -0.9119 -1.4628 -2.44 0.43 0.83 0.218
C 3.1943 -1.3181 1.2634 -7.74 9.78 7.08 0.619
O 3.1579 -0.3665 2.2862 -0.61 -4.43 -3.58 -0.748
N 4.2519 -1.7033 0.8972 11.29 -4.15 -6.81 -0.492
H 4.3579 -2.1271 -0.0583 -0.80 0.14 1.35 0.397
C 5.6300 -1.2027 1.2768 -0.75 -5.42 -0.81 -0.223
H 5.3937 -0.7806 2.1187 -0.74 3.31 4.72 0.231
C 6.4593 -0.4383 0.3423 1.35 -2.63 -2.21 -0.254
N 5.5605 0.3777 -0.3532 -0.68 5.45 1.20 -0.438
C 6.1074 0.9913 -1.5512 6.52 -2.42 1.57 -0.287
C 7.2631 2.3156 -1.2508 0.51 -13.45 -4.01 0.016
O 6.7510 3.1608 -0.6486 -6.49 11.82 11.00 -0.527
C 6.2225 2.6731 1.0139 -8.10 3.36 -7.13 -0.032
C 5.1141 1.6465 0.5327 8.71 -5.40 7.00 -0.243
H 4.6555 1.3433 1.5626 0.88 -0.47 -1.59 0.245
H 4.3721 1.9995 0.1594 -8.46 4.84 -5.22 0.172
H 5.6821 3.5860 1.5225 1.83 -1.77 -1.19 0.238
H 6.9517 2.1805 1.3664 5.91 -2.82 2.95 0.158
H 7.4937 2.4407 -2.1931 1.31 1.71 -5.23 0.165
H 7.9889 1.7054 -0.8772 3.10 -1.40 1.87 0.102
H 6.7034 0.1869 -2.1815 -1.37 1.39 1.05 0.159
H 5.3990 1.4232 -2.0549 -4.24 2.21 -3.11 0.169
H 7.4300 -0.1996 0.8846 -1.05 0.80 -0.50 0.195
H 6.8320 -1.0502 -0.5668 -0.17 0.02 1.69 0.198
H 6.0528 -2.1507 1.6302 0.80 0.21 -0.30 0.206
H 0.7691 -1.7868 2.0386 -0.77 -0.08 -1.20 0.245
H -3.2788 -3.5394 1.9687 1.46 -3.32 2.14 0.243
H -4.0608 -2.0332 2.0998 -0.27 -1.81 -0.55 0.162

Entry 2:
15
Properties=species:S:1:pos:R:3:forces:R:3:mulliken_spin:R:1 method="wB97M-V/def2-TZVPD" spin_multiplicity=3 fmax_ha_per_bohr=0.07263 e_homo_ev="-10.8 / -12.9" s2=2.024 lumo_ev="-4.29 / -7.36" charge=+1 de_lowest_ev=3.283
C 0.9078 0.8167 0.6173 -1.00 0.58 0.87 0.998
C 1.2556 -0.2479 -0.1130 3.19 -1.82 -0.70 0.265
C -0.8735 -1.3353 -0.0508 -1.67 0.66 1.22 -0.043
N 0.3877 -1.1960 -0.5663 0.57 0.26 -0.29 0.159
N -1.4534 -0.2407 0.6045 2.47 -0.99 -1.99 0.006
N -0.9743 1.0218 0.4278 -1.59 2.63 1.43 0.139
S -1.6483 -2.7532 -0.0198 -0.09 -0.53 -0.40 0.191
S 2.9830 -0.7038 -0.2896 -0.61 -0.74 -1.51 0.197
S -1.4724 2.1379 -0.8393 -0.62 -0.23 -0.94 0.073
H 1.2417 1.8110 0.5604 1.39 0.81 0.61 0.034
H 0.6609 -1.9205 -1.2606 0.01 0.52 1.04 -0.003
H -2.2852 -0.4418 1.0479 -2.26 -0.16 1.05 0.004
H -1.2481 1.6683 1.2344 0.77 -1.70 -0.70 -0.024
H 3.7209 0.0657 0.5133 -0.70 0.68 0.34 0.004
H -1.2024 1.3179 -1.8661 0.14 0.03 -0.04 0.001

Entry 3:
112
Properties=species:S:1:pos:R:3:forces:R:3:lowdin_charge:R:1 method="wB97M-V/def2-TZVPD" spin_multiplicity=1 fmax_ha_per_bohr=0.08673 e_homo_ev=-7.8 lumo_ev=-0.07 smiles="c1cc[nH]c1.c1cc[nH]c1.c1cc[nH]c1.O=C1CCCO1.O=C1CCCO1.O=C1CCCO1.O=C1CCCO1.O=C1CCCO1.O=C1CCCO1.CC(C)=O" de_lowest_ev=0.000
O 1.3968 2.0189 0.5881 -0.95 0.31 0.11 0.085
C 0.5053 1.3678 0.0958 1.00 -0.80 0.63 -0.489
O -0.6781 1.1828 0.6911 -0.36 -0.41 0.79 0.021
C -1.4377 0.0807 0.0491 1.09 1.24 -0.40 -0.082
C -0.3970 -0.5850 -0.8128 0.23 0.90 -1.72 -0.133
C 0.6210 0.5490 -1.1438 -0.84 -0.08 0.28 -0.045
H -2.1647 0.6483 -0.5318 -0.37 -0.57 -0.08 0.129
H -1.8638 -0.6740 0.7102 0.01 0.83 0.55 0.093
H -0.9597 -0.8125 -1.7182 0.45 -1.02 -0.13 0.100
H 0.0940 -1.4185 -0.3105 -0.23 -0.05 -0.22 0.091
H 0.2772 1.2459 -1.9081 -0.38 -0.24 -0.44 0.104
H 1.6535 0.3189 -1.4067 -0.10 -0.28 0.33 0.124
O -3.2510 -2.1512 -2.9743 -2.83 -1.06 0.45 0.065
C -4.4104 -2.5741 -2.9562 1.43 -0.23 -0.50 -0.375
O -4.7011 -3.8635 -2.5033 0.91 1.10 -0.02 -0.005
C -6.0651 -4.2316 -2.6503 -0.96 1.43 -0.76 -0.145
C -6.7737 -2.9272 -3.1525 -0.41 -0.22 -0.12 -0.145
C -5.7168 -1.8738 -3.4203 1.52 -0.69 0.77 -0.067
H -6.5671 -4.5107 -1.7239 0.74 -0.17 0.27 0.119
H -6.1881 -5.0516 -3.3579 0.40 0.03 0.00 0.123
H -7.4564 -2.6196 -2.3604 -0.23 0.13 -0.41 0.111
H -7.2783 -3.0981 -4.1034 -0.46 -0.16 0.39 0.112
H -5.7525 -0.9607 -2.8260 -0.34 -0.01 -0.02 0.126
H -5.6610 -1.5828 -4.4693 0.27 -0.07 0.10 0.127
O 0.8019 4.0953 6.2136 0.20 -0.42 -0.34 0.130
C 0.2616 3.2646 5.5379 -0.37 0.64 1.47 -0.485
O -1.0937 3.2129 5.5206 -1.84 0.16 0.09 0.027
C -1.6074 2.1938 4.6337 1.39 0.30 -0.12 -0.140
C -0.3848 1.9690 3.7528 -0.68 -1.92 -0.60 -0.164
C 0.8029 2.2251 4.6346 0.81 0.35 -0.64 -0.070
H -2.4478 2.4431 3.9859 -0.11 0.97 0.45 0.123
H -1.9352 1.3081 5.1779 0.43 0.18 0.39 0.085
H -0.4564 2.5875 2.8582 0.28 -0.13 0.10 0.114
H -0.4405 0.9065 3.5162 0.26 0.03 -0.82 0.090
H 1.6786 2.6778 4.1696 -0.06 -0.12 -0.38 0.123
H 1.1681 1.3097 5.1003 -0.22 0.14 0.51 0.138
O 5.0001 0.5569 -3.7098 -0.74 -2.83 1.88 0.084
C 4.7554 -0.5012 -3.1027 1.06 3.36 -2.74 -0.474
O 4.4696 -0.5548 -1.8178 -0.94 1.44 1.42 0.049
C 4.1176 -1.8487 -1.3900 2.19 -1.38 0.64 -0.164
C 4.7407 -2.7486 -2.4721 -1.81 -1.49 1.10 -0.152
C 4.7199 -1.8734 -3.6590 0.59 -0.42 -1.25 -0.095
H 3.0791 -2.0067 -1.0992 -0.14 0.36 -0.71 0.110
H 4.7291 -2.0851 -0.5191 -0.38 0.47 0.50 0.119
H 4.0646 -3.5960 -2.5864 0.26 -0.29 -0.18 0.119
H 5.7000 -3.1472 -2.1421 0.09 0.36 -0.25 0.125
H 3.7733 -1.9832 -4.1882 0.09 0.02 -0.32 0.142
H 5.5649 -2.0742 -4.3176 -0.28 0.32 -0.28 0.139
O 3.5242 -3.2084 4.4080 0.33 -0.74 0.80 0.147
C 3.1647 -2.4429 3.5853 -0.24 0.99 -1.24 -0.489
O 2.7189 -1.1945 3.8723 -0.12 0.45 0.41 0.025
C 2.0987 -0.5734 2.7181 -0.05 0.47 0.75 -0.140
C 2.7841 -1.2094 1.5522 0.81 -0.40 -1.36 -0.171
C 3.1347 -2.5795 2.0798 -0.40 -0.76 -0.64 -0.070
H 2.2825 0.5009 2.7119 0.02 -0.06 0.41 0.099
H 1.0316 -0.7312 2.8751 -0.15 -0.17 -0.62 0.110
H 3.6562 -0.6437 1.2244 0.15 0.21 0.41 0.123
H 2.2447 -1.3696 0.6186 -0.65 0.51 0.31 0.079
H 4.0014 -3.0923 1.6628 0.19 0.29 0.24 0.126
H 2.2866 -3.1710 1.7349 -0.11 -0.65 0.66 0.123
O -3.5045 2.9059 -2.2007 3.10 1.03 -0.04 0.081
C -2.5054 3.5765 -1.9360 -1.96 -0.48 0.86 -0.398
O -1.2070 3.3936 -2.3756 -2.52 -1.17 -0.09 -0.021
C -0.3922 4.4392 -1.9025 1.21 0.60 -0.57 -0.187
C -1.0596 5.0463 -0.6989 0.00 -0.20 0.23 -0.145
C -2.5144 4.7762 -0.9630 -0.56 -0.18 -0.39 -0.080
H -0.2967 5.1557 -2.7184 0.17 0.15 -0.03 0.132
H 0.5801 3.9859 -1.7096 0.07 0.24 0.10 0.127
H -0.8383 6.1075 -0.5852 0.23 -0.25 0.26 0.129
H -0.7831 4.4322 0.1582 0.26 0.47 0.31 0.116
H -3.0635 5.5866 -1.4424 0.19 0.13 -0.27 0.129
H -3.0691 4.6021 -0.0410 -0.08 -0.49 -0.23 0.127
N -1.9291 -3.7984 -0.5490 -0.97 0.27 0.87 0.031
C -2.4279 -4.6231 0.3976 -2.11 -0.63 0.19 -0.165
C -1.4859 -5.5197 0.8607 -1.74 1.05 -0.09 -0.095
C -0.3657 -5.1221 0.1714 3.45 0.45 -0.68 -0.145
C -0.6140 -4.0424 -0.6609 0.44 -0.39 -0.29 -0.150
H -2.5287 -3.1593 -1.0512 0.46 0.03 -0.29 0.111
H -3.4901 -4.5489 0.5784 0.01 -0.19 0.25 0.111
H -1.6686 -6.2786 1.6071 0.29 0.07 -0.16 0.103
H 0.6429 -5.4874 0.2964 -0.02 -0.27 0.02 0.090
H -0.0236 -3.4278 -1.3244 0.23 -0.45 0.07 0.100
N -2.7478 -0.8512 4.1397 -0.45 0.06 -0.54 0.021
C -1.7756 -1.2792 4.9525 1.26 0.24 2.37 -0.166
C -1.0117 -2.2395 4.3347 0.25 0.62 0.58 -0.092
C -1.5415 -2.3898 3.0530 0.01 0.14 -0.38 -0.098
C -2.6034 -1.5163 2.9829 -0.70 -0.88 -2.26 -0.170
H -3.4949 -0.1909 4.3007 0.36 -0.19 0.29 0.159
H -1.6242 -0.8008 5.9088 -0.07 -0.24 0.09 0.116
H -0.1147 -2.7117 4.7073 -0.16 0.06 0.21 0.106
H -1.0768 -3.0366 2.3236 -0.56 0.01 -0.34 0.086
H -3.3275 -1.3759 2.1939 0.05 -0.01 -0.01 0.107
N 3.6200 3.4637 0.9283 0.98 0.14 0.76 0.007
C 4.2077 4.6509 0.5448 -0.02 -0.49 -0.10 -0.141
C 5.1158 5.0575 1.5122 -1.59 -0.48 0.63 -0.101
C 4.9438 4.1255 2.5971 0.29 -0.39 -0.70 -0.113
C 4.1029 3.1127 2.1651 0.37 1.14 0.38 -0.151
H 2.9265 2.8986 0.4594 0.17 0.37 -0.21 0.080
H 3.8683 5.0834 -0.3847 0.36 0.14 0.02 0.097
H 5.6561 5.9910 1.5676 -0.01 -0.13 -0.22 0.083
H 5.3811 4.1747 3.5834 0.21 -0.05 -0.17 0.085
H 3.8653 2.2097 2.7078 -0.32 0.03 -0.30 0.091
C -1.1389 0.3628 -4.5240 0.03 0.15 0.20 -0.016
C -0.4687 1.1998 -5.5731 0.24 0.58 -2.58 -0.465
O -0.7153 1.1246 -6.7761 0.04 -0.13 1.74 0.050
C 0.6069 2.1591 -5.0537 -0.36 -0.55 -0.51 -0.011
H -0.3510 0.1209 -3.8107 -0.19 -0.51 0.09 0.055
H -1.6715 -0.5049 -4.9133 0.31 0.04 -0.07 0.086
H -1.8604 0.9527 -3.9589 -0.08 0.27 -0.02 0.085
H 1.2183 1.5132 -4.4236 0.07 0.73 0.75 0.072
H 0.0615 2.9951 -4.6157 0.30 -0.20 0.84 0.072
H 1.2787 2.6074 -5.7857 -0.37 -0.39 -0.46 0.084

Entry 4:
84
Properties=species:S:1:pos:R:3:forces:R:3:lowdin_charge:R:1 method="wB97M-V/def2-TZVPD" spin_multiplicity=1 fmax_ha_per_bohr=0.05555 e_homo_ev=-10.8 lumo_ev=-3.90 charge=+1 de_lowest_ev=1.249
C 2.5197 -1.3899 -1.4610 0.35 0.24 -1.50 -0.082
C 1.2732 -1.5448 -2.4432 2.14 -0.52 1.29 -0.225
N 0.1355 -1.9895 -1.6090 0.91 0.55 0.28 0.001
N -1.1345 -1.6690 -2.1188 -1.01 1.84 -1.94 0.025
B -1.3817 -2.0898 -3.5247 -0.43 -2.01 -1.31 -0.595
N -1.4608 -1.2226 -4.7138 -0.96 -0.61 1.66 0.186
O -1.5804 -3.4967 -3.7391 0.28 1.97 0.27 0.110
C -1.5563 -0.3396 -1.8006 -0.27 -0.65 2.67 -0.217
N -2.3868 -0.1694 -0.6300 0.67 -0.63 -1.16 0.194
B -3.7971 -0.5662 -1.0425 -1.52 -0.81 -0.23 -0.443
O -4.0627 -1.9327 -1.3714 1.21 2.16 -0.28 0.121
C -5.0224 0.4623 -1.1771 0.09 0.02 -0.06 -0.135
C -5.5520 0.6378 -2.6742 -0.70 -0.06 0.48 -0.099
N -1.2684 0.7424 -2.4545 -0.12 0.13 0.04 0.170
C -1.7254 2.1047 -2.0785 -0.04 1.49 -0.67 -0.085
C -0.7690 3.1824 -2.7066 1.74 -0.78 0.07 -0.176
N 0.5006 2.9251 -2.7091 -2.27 0.38 -0.50 0.095
H 2.3799 -0.5755 -0.7152 -0.09 -0.85 -0.36 0.073
H 3.3735 -1.0714 -2.1261 -0.68 -0.29 0.73 0.083
H 2.8350 -2.3676 -1.0218 -0.50 0.86 -0.08 0.076
H 1.6119 -2.3083 -3.2016 -0.77 0.81 0.34 0.130
H 1.1362 -0.5426 -2.9083 -0.35 -0.85 0.27 0.108
H 0.2028 -2.9769 -1.3621 -0.34 0.34 -0.13 0.106
H -1.8167 -1.7796 -5.4926 0.26 0.23 0.08 0.097
H -2.1705 -0.5126 -4.5122 0.49 0.26 -0.50 0.071
H -2.3918 -3.7550 -3.2784 0.42 -0.30 0.22 0.100
H -2.0615 -0.8510 0.0735 0.00 -0.04 -0.51 0.149
H -4.5443 -1.8913 -2.2124 -0.63 -0.42 0.50 0.094
H -4.8065 1.4456 -0.6897 -0.17 -0.71 -0.56 0.102
H -5.8771 0.0144 -0.5965 0.88 0.31 -0.41 0.117
H -5.2630 1.6207 -3.1263 -0.08 -0.99 0.31 0.074
H -5.2690 -0.2163 -3.3469 -0.06 0.84 0.47 0.067
H -6.6736 0.6099 -2.6267 1.06 0.18 -0.26 0.085
H -0.6751 0.6878 -3.2864 -0.05 -0.12 0.22 0.146
H -1.7379 2.2723 -0.9776 0.03 -0.58 -0.74 0.134
H -2.7570 2.2683 -2.4695 0.68 -0.23 0.35 0.126
H -1.1559 4.1519 -3.1065 -0.18 -0.93 0.51 0.131
H 1.0129 3.7046 -3.1420 -0.08 -0.29 0.21 0.075
C 3.4182 8.3632 2.4442 -0.20 -0.08 -0.07 -0.106
O 2.8596 7.5578 1.4237 0.30 -0.17 0.15 -0.207
C 3.6481 7.5285 0.2433 -0.43 -0.17 0.06 -0.195
C 3.5608 6.1665 -0.4320 0.29 0.09 -0.03 -0.179
O 4.2906 5.1358 0.2300 -0.25 0.04 0.06 -0.125
C 3.7836 4.6796 1.4824 0.15 -0.15 -0.10 -0.172
C 2.4830 3.8985 1.3811 -0.07 0.40 0.35 -0.187
O 1.3826 4.7739 1.1546 -0.04 -0.07 -0.42 -0.194
C 0.3878 4.2034 0.3366 0.20 0.19 0.37 -0.130
H 3.3370 9.4225 2.1855 0.14 0.07 0.07 0.089
H 2.8596 8.1763 3.3615 -0.07 0.03 -0.10 0.090
H 4.4651 8.0970 2.6257 0.03 0.10 -0.04 0.088
H 4.6972 7.7527 0.4664 -0.02 -0.03 0.00 0.127
H 3.2567 8.2943 -0.4364 0.19 0.02 -0.19 0.127
H 4.0302 6.2587 -1.4156 0.09 -0.01 0.08 0.126
H 2.5267 5.8666 -0.6053 -0.12 0.12 0.20 0.110
H 3.7111 5.4985 2.1975 -0.27 0.03 -0.03 0.119
H 4.5467 3.9976 1.8670 -0.01 -0.03 -0.12 0.130
H 2.2956 3.3803 2.3299 0.19 -0.16 -0.04 0.128
H 2.5666 3.1565 0.5806 0.01 0.01 -0.07 0.123
H 0.8115 3.8108 -0.5895 0.08 -0.10 0.13 0.042
H -0.3256 4.9865 0.0760 -0.03 0.04 0.11 0.095
H -0.1362 3.4037 0.8759 -0.09 -0.11 -0.11 0.088
C 1.2870 -5.9987 5.4902 0.06 -0.06 -0.22 -0.107
O 0.7278 -6.3048 4.2272 -0.16 0.35 0.15 -0.207
C -0.5934 -6.8197 4.3132 0.25 0.02 -0.38 -0.193
C -1.4269 -6.3709 3.1209 -0.15 -0.09 0.24 -0.171
O -1.8230 -5.0000 3.1661 0.22 0.04 -0.12 -0.126
C -0.8048 -4.0231 2.9752 -0.26 0.04 -0.02 -0.177
C -0.2476 -3.9705 1.5607 0.52 -0.15 0.34 -0.206
O 0.6332 -5.0617 1.3240 -0.35 -0.14 -0.23 -0.192
C 0.5847 -5.5353 -0.0044 0.02 0.11 0.33 -0.104
H 1.5205 -6.9149 6.0394 -0.02 0.05 0.17 0.090
H 2.2077 -5.4394 5.3220 -0.01 -0.11 -0.06 0.089
H 0.6103 -5.3677 6.0769 -0.02 -0.08 0.07 0.087
H -1.0824 -6.4928 5.2379 0.00 0.02 -0.03 0.126
H -0.5244 -7.9132 4.3139 -0.24 -0.07 0.06 0.129
H -2.3618 -6.9370 3.1436 -0.01 0.09 0.07 0.129
H -0.9407 -6.6084 2.1752 0.22 0.01 0.08 0.114
H -0.0152 -4.1295 3.7187 0.18 -0.11 -0.18 0.120
H -1.2907 -3.0627 3.1729 -0.08 -0.05 -0.05 0.124
H 0.3371 -3.0490 1.4332 -0.19 0.17 0.01 0.120
H -1.0764 -3.9693 0.8435 -0.08 -0.07 -0.02 0.117
H -0.4470 -5.7458 -0.3096 0.00 0.05 -0.08 0.091
H 1.1519 -6.4628 -0.0558 0.08 0.08 0.02 0.097
H 1.0339 -4.8040 -0.6887 0.01 -0.07 -0.17 0.069